one | Below is a cluster of 2 separate species, C3H8NO in total, with properties calculated with the ωB97M-V functional and the def2-TZVPD basis.

- <S²> = 0.759
- total charge = 0
- frontier orbital gap (spin up / spin down) (eV) = 6.435 / 9.194
- spin multiplicity = 2

Structure (XYZ):
```
13
C3H8NO | OMol25 | the ωB97M-V functional and the def2-TZVPD basis
C -0.197 -0.228 1.156
C -0.554 1.011 1.478
C 0.357 -2.065 -0.298
N 0.090 -0.742 -0.094
H -0.184 -1.060 1.855
H -0.550 1.836 0.772
H -0.861 1.352 2.453
H 0.377 -2.456 -1.299
H 0.535 -2.744 0.514
H -0.097 -0.126 -0.889
H -0.389 1.793 -2.113
H 1.040 2.077 -1.669
O 0.432 1.351 -1.867
```



two | Below is a cluster of 2 separate species, C3H8NO in total, with properties calculated with the ωB97M-V functional and the def2-TZVPD basis.

- <S²> = 0.753
- total charge = 0
- frontier orbital gap (spin up / spin down) (eV) = 5.800 / 10.838
- spin multiplicity = 2

Structure (XYZ):
```
13
C3H8NO | OMol25 | the ωB97M-V functional and the def2-TZVPD basis
C 1.169 0.609 2.020
N 1.442 -0.624 2.184
H 0.243 1.082 2.251
H 2.019 1.233 2.025
H 2.416 -0.804 2.218
H 0.751 -1.495 2.086
O -0.222 0.551 -0.340
C -0.632 0.583 -1.532
C -1.512 -0.446 -2.104
H -0.576 1.467 -2.245
H -2.012 -0.157 -3.001
H -0.836 -1.311 -2.310
H -2.249 -0.688 -1.251
```



On energetic grounds, one is preferred over the next structure by 116.4 kJ/mol.



one | Below is the molecule C3H8NO, with properties calculated with the ωB97M-V functional and the def2-TZVPD basis.

- <S²> = 0.754
- total charge = 0
- frontier orbital gap (spin up / spin down) (eV) = 2.719 / 6.333
- spin multiplicity = 2

Structure (XYZ):
```
13
C3H8NO | OMol25 | the ωB97M-V functional and the def2-TZVPD basis
C 0.101 0.840 0.152
C -0.813 -0.258 -0.269
C -1.645 -1.260 0.629
O -1.174 -2.199 1.303
N 1.598 0.590 -0.410
H -0.075 1.877 -0.181
H 0.390 0.717 1.214
H -1.272 0.115 -1.200
H -0.152 -1.004 -0.692
H -2.701 -0.952 0.925
H 1.772 -0.384 -0.550
H 1.664 0.983 -1.427
H 2.308 0.936 0.505
```



two | Below is a cluster of 2 separate species, C3H8NO in total, with properties calculated with the ωB97M-V functional and the def2-TZVPD basis.

- <S²> = 0.779
- total charge = 0
- frontier orbital gap (spin up / spin down) (eV) = 10.172 / 8.268
- spin multiplicity = 2

Structure (XYZ):
```
13
C3H8NO | OMol25 | the ωB97M-V functional and the def2-TZVPD basis
C 1.764 -0.202 -1.472
O 0.810 0.726 -1.004
H 2.766 0.095 -1.158
H 1.543 -0.474 -2.505
H 1.607 -1.200 -0.965
C -2.032 0.072 0.202
C -1.230 0.026 1.345
N -0.116 0.715 1.550
H -2.058 0.992 -0.365
H -2.613 -0.829 0.044
H -1.344 -0.825 2.020
H 0.334 0.318 2.371
H 0.567 0.586 -0.063
```



On energetic grounds, two is preferred over the next structure by 294.9 kJ/mol.



one | Below is the molecule C6H15OP, with properties calculated with the ωB97M-V functional and the def2-TZVPD basis.

- total charge = 0
- frontier orbital gap (eV) = 10.033
- spin multiplicity = 1

Structure (XYZ):
```
23
C6H15OP | OMol25 | the ωB97M-V functional and the def2-TZVPD basis
C 2.538 0.177 0.971
C 1.368 -0.350 0.125
C 1.756 -1.142 -1.050
P 0.334 0.982 -0.714
C -1.392 0.608 0.082
C -2.434 1.673 0.088
C -1.813 -0.848 -0.369
O -2.199 -1.642 0.689
H 3.272 -0.616 0.948
H 2.969 1.128 0.566
H 2.248 0.275 2.022
H 0.567 -0.951 0.745
H 2.667 -1.791 -0.667
H 2.274 -0.456 -1.745
H 0.990 -1.664 -1.561
H 0.621 1.798 0.457
H -1.128 0.433 1.161
H -2.543 2.155 -0.903
H -2.123 2.506 0.750
H -3.453 1.324 0.505
H -2.573 -0.702 -1.160
H -0.966 -1.257 -0.848
H -1.338 -1.901 1.085
```



two | Below is a structure of composition C6H15OP, with properties calculated with the ωB97M-V functional and the def2-TZVPD basis.

- total charge = 0
- frontier orbital gap (spin up / spin down) (eV) = 8.356 / 8.355
- spin multiplicity = 1

Structure (XYZ):
```
23
C6H15OP | OMol25 | the ωB97M-V functional and the def2-TZVPD basis
C 0.074 -2.170 -1.137
C 1.896 1.627 -0.851
C -0.383 -0.033 2.457
C -2.299 -0.843 -0.087
C 0.606 1.784 -1.662
C 0.378 -0.793 1.384
O -0.517 1.301 -1.057
P -0.489 -0.870 -0.240
H 1.139 -2.332 -1.163
H -0.454 -2.424 -2.037
H 2.152 0.570 -0.781
H 2.711 2.154 -1.343
H 1.758 2.029 0.151
H 0.238 0.078 3.345
H -0.651 0.955 2.090
H -1.285 -0.567 2.743
H -2.679 -1.840 -0.299
H -2.606 -0.524 0.904
H -2.662 -0.125 -0.818
H 0.760 1.326 -2.659
H 0.424 2.862 -1.822
H 0.537 -1.836 1.671
H 1.350 -0.331 1.212
```



On energetic grounds, one is preferred over the next structure by 45.8 kJ/mol.